[1]
This record from OMol25 describes a molecular structure, C30H54AsIMnN2O3Si3 in a non-equilibrium geometry. The level of theory is ωB97M-V/def2-TZVPD.

Summary:
Multiplicity: 6
LUMO level (spin up / spin down) in eV: -0.35 / -0.47
Kohn-Sham gap (spin up / spin down) in Eh: 0.2433 / 0.2398

Each line ends with the Löwdin spin population.
Cartesian coordinates (Å):
Mn -0.39001 0.48358 0.51194  4.661
C -0.55065 5.07821 0.59079  0.000
C 0.64207 4.49880 1.26997  0.002
N 1.58416 5.28610 1.68741  0.001
C 2.53766 4.77121 2.52932  0.002
C 2.65195 3.47127 2.81504  0.001
C 3.76101 2.93223 3.69098  0.000
O 4.73484 3.90961 3.91965  0.000
C 1.67506 2.57199 2.23917  0.004
C 1.67746 1.18418 2.62967  0.012
N 0.87452 0.22207 2.34900  0.037
C 1.14508 -1.03476 2.99503  0.003
C 1.61379 -1.03169 4.34079  0.001
C 1.99808 -2.22954 4.89969  0.000
C 1.83732 -3.38626 4.14673  0.001
C 1.30773 -3.36374 2.88889  0.001
C 0.94590 -2.17302 2.27728  0.002
I -0.29769 -2.17850 0.39366  0.047
C 0.62586 3.08254 1.52619  0.008
O -0.36005 2.45711 0.97241  0.064
H -0.35526 6.16496 0.52013  0.000
H -1.46016 4.84760 1.16139  0.000
H -0.71756 4.58299 -0.38258  0.000
H 3.28950 5.45455 2.88592  0.000
H 4.16487 2.05529 3.22799  0.000
H 3.35026 2.69267 4.68398  0.000
H 5.15062 4.13549 3.08156  0.000
H 2.50203 0.93117 3.28155  0.001
H 1.66693 -0.09503 4.84505  0.000
H 2.45159 -2.24126 5.88132  0.000
H 2.05546 -4.35311 4.58752  0.000
H 1.13732 -4.30432 2.35865  0.000
C -1.33539 1.96449 -1.88445  0.005
O -1.42411 0.65931 -1.28499  0.051
Si -2.36770 -0.47127 -2.14067  0.005
C -1.40154 -0.61588 -3.77884  0.001
C -3.95149 0.43373 -2.57991  0.001
C -2.65732 -1.90737 -1.03982  0.009
Si -3.85657 -1.56898 0.35678  0.001
C -5.68359 -1.56087 -0.06019  0.000
C -3.53950 0.21512 1.05507  0.013
C -3.70810 -2.74650 1.75592  0.000
Si -2.76415 -3.53182 -1.93369  0.002
C -2.59563 -5.04109 -0.71240  0.001
C -1.19908 -3.73399 -2.90963  0.000
C -4.23428 -3.73349 -3.08716  0.001
H -2.37871 2.26464 -2.13895  0.001
H -0.71760 1.91885 -2.76609  0.000
H -0.92955 2.67033 -1.15974  0.001
H -2.01290 -1.03565 -4.59094  0.000
H -0.48178 -1.15686 -3.57607  0.000
H -1.04043 0.34967 -4.13690  0.000
H -3.95844 1.28122 -3.23883  0.000
H -4.49072 0.70175 -1.69972  0.000
H -4.53494 -0.31720 -3.04947  0.000
H -5.98574 -1.11039 -1.01104  0.000
H -6.29973 -1.03139 0.73817  0.000
H -6.04522 -2.57351 -0.08776  0.000
H -3.46474 0.97195 0.27292  0.000
H -2.63680 0.29622 1.69615  0.007
H -4.39396 0.44295 1.63922  0.001
H -3.85801 -3.79869 1.41697  0.000
H -4.48109 -2.54219 2.52816  0.000
H -2.68060 -2.69131 2.18070  0.000
H -1.56705 -5.00978 -0.31786  0.001
H -2.78224 -5.94967 -1.24735  0.000
H -3.27437 -5.11176 0.16284  0.000
H -1.15572 -3.17048 -3.82942  0.000
H -0.98774 -4.75312 -3.26039  0.000
H -0.37555 -3.41336 -2.26191  0.000
H -5.26726 -3.67221 -2.71940  0.000
H -4.22994 -4.63482 -3.67946  0.000
H -4.08131 -2.86272 -3.77012  0.000
C 4.17902 -0.62934 0.73918  0.000
C 3.93221 0.72945 0.16581  0.008
As 2.17812 0.81407 -0.84545  0.026
C 2.43923 -0.33735 -2.37502  0.004
C 3.63611 -0.11122 -3.23823  0.001
C 2.14497 2.68323 -1.66750  0.003
C 3.40873 3.49719 -1.33903  0.001
H 5.22384 -0.68055 1.07652  0.000
H 4.13829 -1.43080 0.01047  0.000
H 3.50348 -0.91327 1.53528  0.000
H 4.66940 0.99831 -0.61527  0.001
H 3.79887 1.45828 0.97719  0.000
H 1.47873 -0.22976 -2.83925  0.000
H 2.42159 -1.36896 -2.06157  0.000
H 3.76726 0.92010 -3.58245  0.000
H 3.58256 -0.79463 -4.09295  0.000
H 4.56709 -0.27967 -2.64439  0.000
H 1.17425 3.13937 -1.42056  0.000
H 2.06198 2.58267 -2.75728  0.000
H 3.62861 3.49499 -0.27261  0.000
H 3.35644 4.54664 -1.59384  0.000
H 4.29021 3.06501 -1.81483  0.000

=====

[2]
This record from OMol25 describes a molecular structure, C30H54BMoN8O2PS2Si3 in a non-equilibrium geometry. The level of theory is ωB97M-V/def2-TZVPD.

Summary:
Multiplicity: 4
Net charge: +1
Energy relative to the best compared isomer or geometry (same formula, charge and spin) in eV: 0.000
LUMO level (spin up / spin down) in eV: -2.93 / -3.52
Kohn-Sham gap (spin up / spin down) in Eh: 0.2738 / 0.2558

Each line ends with the Löwdin spin population.
Cartesian coordinates (Å):
Mo -0.33661 0.06506 -0.19873  2.507
C -0.39076 3.95570 -2.02089  0.006
C -0.78739 3.06683 -1.02970  0.021
N -0.11711 1.92190 -1.15475  0.017
N 0.72121 2.05624 -2.18811  0.007
C 0.57368 3.27430 -2.73736  0.019
B 1.53431 0.84568 -2.71384  0.002
N 2.31708 0.17034 -1.58816  0.007
C 3.59283 -0.24799 -1.51928  0.028
C 3.72291 -1.03579 -0.39193  0.009
C 2.45423 -1.06445 0.17302  0.026
N 1.61874 -0.33379 -0.56329  0.004
N 0.45330 -0.19256 -3.10332  0.003
C 0.28736 -0.87827 -4.24295  0.020
C -0.84778 -1.65395 -4.12348  0.005
C -1.31262 -1.39248 -2.84049  0.023
N -0.51415 -0.52207 -2.22523  0.007
N 2.40529 1.28392 -3.85207  0.000
C 2.03088 1.68163 -5.09812  0.000
C 3.14054 2.16662 -5.74081  0.000
C 4.16981 2.04142 -4.79604  0.000
N 3.71745 1.52384 -3.67689  0.000
H -0.75491 4.94762 -2.19291  0.000
H -1.48994 3.21222 -0.22540  0.001
H 1.14520 3.59352 -3.58527  0.001
H 4.30278 0.03990 -2.26909  0.001
H 4.60614 -1.52269 -0.03162  0.000
H 2.09818 -1.60552 1.03303  0.002
H 0.97783 -0.78408 -5.05577  0.001
H -1.28067 -2.30421 -4.85571  0.000
H -2.17036 -1.80509 -2.35701  0.001
H 1.01465 1.59115 -5.42507  0.000
H 3.20865 2.54997 -6.73528  0.000
H 5.20112 2.31717 -4.88549  0.000
C -5.50411 -3.21166 -0.46827  0.000
C -4.44865 -2.45168 -1.25021  0.000
C -4.96850 -1.09755 -1.71487  0.000
O -3.28142 -2.17209 -0.43906  0.004
P -2.27750 -3.31111 0.09225  0.014
S -2.99958 -4.46850 1.51026  0.004
S -0.62826 -2.22625 0.66351  0.077
O -1.91793 -4.02215 -1.30031  0.005
C -1.17967 -5.24441 -1.46391  0.000
C -0.21022 -5.50883 -0.32495  0.002
C -2.15327 -6.39521 -1.65215  0.000
H -6.40957 -3.28238 -1.06312  0.000
H -5.72641 -2.69605 0.46176  0.000
H -5.16970 -4.21791 -0.23406  0.000
H -4.12590 -3.05090 -2.11163  0.000
H -5.30040 -0.51531 -0.85917  0.000
H -5.80920 -1.24846 -2.38533  0.000
H -4.19590 -0.53957 -2.24029  0.000
H -0.62252 -5.07612 -2.39516  0.000
H -0.75479 -5.72275 0.59216  0.000
H 0.43097 -4.64501 -0.16395  0.002
H 0.41556 -6.36335 -0.56601  0.000
H -2.72243 -6.56134 -0.73993  0.000
H -1.59753 -7.29839 -1.88910  0.000
H -2.84481 -6.18115 -2.46418  0.000
C 4.30694 2.36868 0.38265  0.002
Si 2.80037 3.41341 0.90242  0.012
C 3.13812 4.32267 2.54370  0.005
C 2.47926 4.68823 -0.47339  0.002
C 1.38497 2.25464 1.27954  0.085
C 0.61879 1.34868 1.60617  -0.004
H 5.22231 2.87806 0.66838  0.000
H 4.34260 2.21508 -0.69218  0.000
H 4.32276 1.39446 0.85904  0.000
H 3.94741 5.03311 2.40927  0.001
H 3.43285 3.63385 3.32800  0.000
H 2.27417 4.87751 2.89495  0.000
H 3.24959 5.45292 -0.45091  0.000
H 1.52432 5.19266 -0.37252  0.000
H 2.51959 4.22427 -1.45423  0.000
C 0.29373 -0.56721 5.46500  -0.001
Si 0.98850 0.70206 4.23586  -0.001
C 2.79655 0.30467 3.76807  0.001
C 0.78675 2.48412 4.86967  0.001
C -0.00766 0.44682 2.55963  0.007
Si -1.93120 0.54504 2.69638  0.010
C -2.69071 0.73897 0.91839  0.017
C -2.60700 -1.05767 3.46859  0.003
C -2.44277 2.11485 3.63970  0.004
H 0.88663 -0.57316 6.37458  0.000
H 0.31771 -1.57269 5.05549  0.000
H -0.72936 -0.33966 5.74778  0.000
H 3.46506 1.11510 4.03942  0.000
H 2.89971 0.14429 2.69902  0.000
H 3.15843 -0.58582 4.27375  0.000
H 1.70863 2.82137 5.33196  0.000
H 0.00933 2.56605 5.62445  0.000
H 0.54479 3.16783 4.06396  0.000
H 0.25515 -0.58958 2.31480  0.006
H -2.06571 0.36831 0.04496  0.018
H -2.98464 1.76786 0.70865  0.002
H -3.59807 0.13686 0.87517  0.002
H -2.91405 -1.77613 2.70968  0.001
H -3.46821 -0.85887 4.09993  0.000
H -1.87157 -1.56095 4.08787  0.000
H -1.94031 3.00049 3.26665  0.000
H -2.20090 2.02448 4.69120  0.000
H -3.51299 2.28038 3.56224  0.000

=====

[3]
This record from OMol25 describes 8 unconnected molecules or ions with the total composition C30H54Cl2F8O7 in a non-equilibrium geometry. The level of theory is ωB97M-V/def2-TZVPD.

Summary:
Energy relative to the best compared isomer or geometry (same formula, charge and spin) in eV: 0.598
LUMO level in eV: 0.46
Kohn-Sham gap in Eh: 0.3546

Each line ends with the Mulliken charge.
Cartesian coordinates (Å):
F 8.27971 6.13885 25.15348  -0.293
C 7.80436 6.18486 23.88016  0.326
F 8.72297 6.74851 23.08201  -0.258
C 7.38689 4.79759 23.39710  1.052
F 6.59892 4.91541 22.30413  -0.267
F 6.64129 4.24981 24.39897  -0.304
C 8.50862 3.82441 23.07599  -1.052
O 9.30198 3.65558 24.23723  -0.336
C 9.80403 2.42653 24.46849  0.903
F 8.87033 1.46423 24.41409  -0.287
F 10.71192 2.12258 23.48002  -0.320
C 10.56890 2.45584 25.78505  0.237
F 9.73234 2.47085 26.83172  -0.230
F 11.32982 1.32888 25.87859  -0.278
H 6.90509 6.80747 23.96218  0.045
H 9.14873 4.20329 22.27739  0.322
H 8.06061 2.88944 22.73956  0.456
H 11.26031 3.29977 25.80297  0.229
C 4.35399 8.76747 20.62985  -0.662
C 5.55875 9.23184 19.81789  -0.479
C 6.52378 9.75412 20.85860  0.059
O 6.31003 8.92746 22.01936  -0.135
C 4.93782 8.54464 22.04914  -0.443
H 3.99807 7.82242 20.21934  0.298
H 3.54964 9.49814 20.65601  0.278
H 5.36148 9.94480 19.01568  0.411
H 6.00167 8.38297 19.28799  0.206
H 6.28841 10.76406 21.21312  0.303
H 7.55909 9.61271 20.56869  -0.317
H 4.37010 9.21362 22.70872  0.325
H 4.85852 7.52967 22.43358  0.198
C 9.79661 9.47216 29.60305  -0.581
C 8.93582 8.59501 28.71550  0.513
C 7.88608 8.09117 29.69302  -0.403
O 8.56251 7.91331 30.91308  -0.423
C 9.66326 8.84780 30.99969  -0.430
H 9.51079 10.52746 29.60442  0.178
H 10.84887 9.51781 29.30918  0.369
H 9.47041 7.74446 28.28356  0.298
H 8.57798 9.14053 27.84244  -0.522
H 7.44341 7.14792 29.37001  0.299
H 7.05049 8.80242 29.77008  0.201
H 10.54386 8.24600 31.22295  0.236
H 9.42335 9.55352 31.79298  0.287
C 10.70328 9.05134 17.42566  -0.553
C 11.25976 8.92851 18.85557  -0.724
C 10.35879 9.91858 19.63600  0.353
O 9.17100 10.06783 18.82251  -0.426
C 9.22495 9.16483 17.72164  -0.414
H 11.01584 8.17466 16.85785  0.346
H 11.14688 9.95811 17.01665  0.280
H 12.29935 9.24458 18.93273  0.381
H 11.12018 7.92491 19.25460  0.280
H 10.77859 10.91777 19.70626  0.307
H 10.06257 9.43815 20.56805  -0.377
H 8.66118 9.62012 16.90521  0.314
H 8.73930 8.21728 17.98167  0.222
C 10.10967 10.10974 24.91761  -0.442
C 8.60860 9.88848 24.93969  1.139
C 8.12289 10.98850 23.99891  -0.526
O 9.13743 11.10204 23.00421  -0.502
C 10.36226 10.49357 23.45202  -0.264
H 10.70743 9.25402 25.22871  0.492
H 10.42383 10.97851 25.49998  0.066
H 8.12690 9.93367 25.91354  -0.150
H 8.32009 8.97924 24.40898  -0.666
H 8.04648 11.99449 24.43327  0.299
H 7.14357 10.73516 23.59067  0.195
H 11.09647 11.28802 23.32680  0.277
H 10.56643 9.59709 22.86152  0.108
C 4.56415 11.99282 28.14397  -0.597
C 5.67532 12.37728 27.18104  -0.193
C 6.84986 12.82058 28.07929  0.683
O 6.25689 13.29898 29.26305  -0.460
C 5.06430 12.52869 29.51168  -0.417
H 4.31395 10.93991 28.24253  0.336
H 3.64914 12.54000 27.91152  0.231
H 5.40808 13.25875 26.59822  0.306
H 6.01999 11.61636 26.47901  0.021
H 7.38208 13.59192 27.52825  -0.291
H 7.56885 12.01037 28.26942  -0.160
H 4.38851 13.21355 30.01041  0.299
H 5.40023 11.67246 30.10437  0.235
C 15.92595 10.81047 24.50528  -0.679
C 16.47726 9.37434 24.46339  -0.582
C 15.21133 8.58728 24.69878  -0.422
O 14.21541 9.29382 23.94357  -0.355
C 14.66525 10.62570 23.64912  -0.231
H 16.68750 11.47959 24.10495  0.338
H 15.65059 11.10491 25.51643  0.290
H 17.29971 9.25755 25.17083  0.356
H 16.90019 9.23136 23.46683  0.266
H 14.87388 8.64172 25.73707  0.274
H 15.33098 7.54852 24.39159  0.280
H 13.90025 11.26610 24.09757  0.170
H 14.80296 10.84623 22.59228  0.296
Cl 9.72018 13.70910 26.22800  -0.042
C 9.84558 15.42320 26.70211  -0.448
Cl 11.05782 15.65548 27.95195  -0.159
H 10.12565 15.97155 25.81121  0.338
H 8.87298 15.74973 27.05094  0.291